Entry 1:
{
  "formula": "C12H19ClCoIN4O",
  "method": "ωB97M-V with the def2-TZVPD basis set",
  "total_energy_ha": -2903.3563,
  "homo_energy_ev": [2.4, -2.7],
  "total_charge": -2,
  "spin_multiplicity": 5,
  "lumo_energy_ev": [3.9, 4.2],
  "s_squared": 6.046,
  "relative_energy_ev": 1.154,
  "symbols": ["C", "I", "H", "H", "H", "C", "C", "N", "C", "N", "H", "H", "C", "C", "N", "H", "N", "H", "Co", "C", "O", "C", "C", "H", "H", "H", "C", "H", "H", "H", "C", "H", "H", "H", "C", "H", "H", "H", "Cl"],
  "coordinates": [[1.95724, 1.98292, -1.35438], [1.52806, 3.12518, -2.88342], [2.85758, 2.33173, -0.90525], [1.06776, 2.28104, -0.81727], [2.05183, 1.13239, -1.97720], [-0.82862, -3.37818, -2.11499], [0.43124, -3.20696, -2.57989], [0.96904, -2.12203, -1.90452], [0.05571, -1.60398, -1.02450], [-1.04531, -2.41253, -1.16925], [-1.56714, -4.11862, -2.37975], [0.98228, -3.75797, -3.31964], [-1.86211, 2.93298, 2.00292], [-0.49489, 1.27355, 1.30823], [-1.72114, 1.83506, 1.16924], [-0.40977, 3.77444, 3.43266], [0.10084, 2.01315, 2.28809], [-2.76063, 3.52698, 2.03880], [0.17426, -0.34692, 0.45481], [1.94216, 0.34141, 0.19117], [3.06274, 0.19694, 0.59137], [-0.70409, 3.05479, 2.68751], [1.42169, 1.78823, 2.87955], [1.43073, 2.29532, 3.84469], [2.21330, 2.20395, 2.25602], [1.58706, 0.71846, 3.02807], [-2.76062, 1.31740, 0.31767], [-3.54583, 2.12489, 0.19541], [-3.25268, 0.44204, 0.74991], [-2.36947, 1.06429, -0.67023], [-2.28637, -2.29171, -0.44717], [-3.12648, -2.23025, -1.14059], [-2.27760, -1.40581, 0.20608], [-2.42690, -3.18296, 0.20770], [2.30201, -1.66239, -2.16399], [2.29491, -0.71081, -2.71070], [2.79026, -2.41914, -2.80781], [2.89257, -1.55022, -1.25375], [0.11947, -1.65531, 2.14802]],
  "forces_ev_per_angstrom": [[0.111, 0.616, 1.098], [-0.757, 3.975, -4.684], [0.562, -0.104, 0.392], [0.197, -1.498, 0.900], [-0.106, -1.563, 1.150], [0.321, -0.258, -0.368], [-0.310, -0.011, 0.194], [-1.297, -0.486, 0.181], [-0.491, -1.163, -0.716], [1.102, 0.442, -0.362], [0.050, 0.137, 0.055], [0.017, 0.023, -0.016], [-0.058, 0.035, 0.017], [-0.385, 0.127, 0.720], [0.604, 0.596, 0.500], [0.023, -0.063, -0.033], [0.230, 0.148, -0.184], [0.074, -0.055, -0.057], [1.020, 1.996, -1.561], [3.777, -2.712, 3.272], [-3.677, 0.960, -1.728], [-0.550, 0.029, 0.061], [-0.314, -0.122, -0.156], [0.034, -0.057, -0.010], [-0.045, -0.039, -0.034], [-0.102, 0.133, -0.129], [-1.302, 0.915, -0.502], [0.874, -0.956, 0.072], [0.123, 0.100, 0.025], [0.029, 0.000, 0.152], [-0.445, -0.426, 0.985], [0.012, 0.110, -0.046], [0.136, -0.419, -0.397], [0.113, 0.608, -0.396], [0.711, 0.051, -0.484], [0.019, -0.233, 0.093], [-0.191, 0.440, 0.330], [-0.203, -0.057, -0.064], [0.094, -1.221, 1.729]],
  "lowdin_charge": [-0.8822, -0.0644, 0.0098, -0.0391, -0.0786, -0.1788, -0.1042, -0.1256, -0.1642, -0.1330, 0.0658, 0.0965, -0.0866, -0.2066, -0.1323, 0.1069, -0.1172, 0.0990, -0.0551, -0.2315, 0.0123, -0.0851, -0.0368, 0.0807, 0.0809, 0.0598, -0.1388, 0.0764, 0.0447, 0.0728, -0.1959, 0.0038, 0.0286, 0.0638, -0.0490, 0.0838, 0.0920, 0.0777, -0.0504]
}

Entry 2:
{
  "formula": "C12H19ClMnN4O4STe",
  "method": "ωB97M-V with the def2-TZVPD basis set",
  "total_energy_ha": -3265.6400,
  "homo_energy_ev": [-11.5, -11.6],
  "total_charge": 1,
  "spin_multiplicity": 5,
  "lumo_energy_ev": [-4.5, -4.1],
  "s_squared": 6.095,
  "relative_energy_ev": 0.000,
  "symbols": ["Mn", "C", "C", "N", "C", "S", "N", "N", "C", "C", "C", "C", "C", "C", "C", "N", "H", "H", "H", "H", "H", "H", "H", "H", "H", "H", "H", "H", "H", "O", "Cl", "O", "O", "O", "C", "Te", "C", "H", "H", "H", "H", "H", "H"],
  "coordinates": [[-0.29081, 0.02374, 0.16183], [3.11627, -2.44072, -3.24295], [3.49833, -0.98515, -3.02842], [3.53923, -0.62329, -1.61399], [2.50981, -0.21292, -0.88118], [1.00239, 0.24653, -1.69842], [2.64879, -0.08994, 0.41277], [1.50169, 0.34654, 1.00625], [1.53523, 0.86503, 2.18705], [2.78187, 1.05901, 2.97402], [0.21466, 1.28033, 2.71871], [0.04840, 1.85256, 3.96367], [-1.23265, 2.20725, 4.37269], [-2.30475, 1.98046, 3.52753], [-2.06034, 1.40245, 2.29417], [-0.83407, 1.07162, 1.89959], [3.07383, -2.66609, -4.30861], [2.14026, -2.64962, -2.80293], [3.84715, -3.10811, -2.78550], [2.79736, -0.31926, -3.52878], [4.48189, -0.76888, -3.44374], [4.35438, -0.89067, -1.08038], [3.64115, 0.74470, 2.39251], [2.73814, 0.46930, 3.89223], [2.89287, 2.10808, 3.25376], [0.89927, 2.01439, 4.60867], [-1.38648, 2.65241, 5.34630], [-3.31430, 2.23400, 3.81520], [-2.85735, 1.19156, 1.59237], [-1.43454, -2.88806, 2.17533], [-1.69701, -2.18494, 0.94444], [-2.64413, -2.89518, 0.08607], [-0.39039, -2.16127, 0.10678], [-1.81034, 0.28176, -0.88476], [-2.50358, 0.90587, -3.66607], [-2.39324, -0.71449, -2.32582], [-4.41073, -0.70941, -1.76236], [-3.35463, 1.53941, -3.43138], [-2.58003, 0.51002, -4.67769], [-1.57287, 1.46032, -3.55634], [-5.02237, -0.91045, -2.64119], [-4.64221, 0.26944, -1.34893], [-4.52614, -1.49836, -1.02247]],
  "forces_ev_per_angstrom": [[0.802, 0.040, -0.600], [-0.002, -0.007, 0.013], [-0.008, 0.013, -0.002], [0.090, -0.035, 0.033], [-0.397, 0.108, -0.190], [0.180, -0.118, -0.144], [0.071, 0.066, 0.229], [-0.078, -0.196, 0.163], [-0.130, -0.034, -0.008], [-0.010, -0.013, -0.006], [0.243, -0.032, -0.037], [-0.077, 0.053, 0.089], [0.045, -0.023, -0.046], [0.026, 0.013, 0.045], [-0.065, 0.006, -0.086], [-0.051, -0.393, -0.059], [0.003, 0.003, 0.005], [0.000, -0.001, -0.013], [-0.008, 0.002, 0.003], [-0.009, 0.014, 0.008], [0.012, -0.018, 0.015], [0.010, 0.022, -0.007], [0.008, 0.004, 0.005], [-0.004, 0.001, -0.003], [0.000, -0.001, -0.002], [0.002, -0.005, -0.003], [0.002, -0.003, -0.001], [-0.001, 0.004, -0.009], [0.004, -0.002, 0.003], [0.046, -0.152, -0.126], [-0.051, -0.312, -0.010], [-0.162, 0.124, -0.033], [-0.162, 1.046, 0.516], [-0.051, 0.676, 0.949], [-0.001, -0.043, -0.014], [-0.250, -0.771, -0.624], [-0.031, -0.083, -0.079], [-0.001, -0.011, 0.039], [-0.022, 0.046, -0.006], [0.004, -0.015, -0.013], [-0.010, -0.011, 0.017], [0.047, 0.023, -0.008], [-0.015, 0.015, -0.001]],
  "lowdin_charge": [0.6425, -0.0737, -0.2567, 0.0123, -0.6879, 0.7390, 0.0300, -0.0948, -0.2143, 0.0023, -0.1874, 0.0241, -0.0063, -0.0145, -0.0758, 0.0269, 0.0805, 0.0710, 0.0802, 0.0797, 0.1217, 0.1560, 0.0764, 0.1066, 0.1007, 0.1226, 0.1258, 0.1212, 0.1223, -0.4026, 0.7874, -0.4689, -0.5431, -0.8548, -0.3050, 1.6976, -0.2990, 0.0314, 0.0257, 0.0192, 0.0339, 0.0350, 0.0128]
}

Entry 3:
{
  "formula": "C12H19N2O",
  "method": "ωB97M-V with the def2-TZVPD basis set",
  "total_energy_ha": -653.0939,
  "homo_energy_ev": -12.1,
  "total_charge": 1,
  "spin_multiplicity": 1,
  "lumo_energy_ev": -4.6,
  "relative_energy_ev": 1.752,
  "symbols": ["C", "C", "C", "C", "C", "C", "C", "C", "C", "C", "C", "C", "N", "N", "O", "H", "H", "H", "H", "H", "H", "H", "H", "H", "H", "H", "H", "H", "H", "H", "H", "H", "H", "H"],
  "coordinates": [[-3.10279, 2.97087, 1.30180], [-3.30273, 3.08280, -0.11401], [-3.01582, 1.77237, 1.93697], [-3.13922, 1.95177, -0.89554], [-2.87035, 0.64793, 1.13334], [-2.80405, 0.68363, -0.24895], [3.26636, -0.86517, -0.13098], [2.58762, -0.35977, -1.40069], [2.55048, -0.22413, 1.11791], [1.09910, -0.82892, -1.43705], [1.07985, -0.57504, 1.14810], [-2.25588, -0.40518, -0.97292], [-2.35518, -1.61874, -0.45633], [0.43800, -0.30219, -0.25888], [0.74832, -1.85496, 1.50959], [-3.01812, 3.76170, 1.91779], [-3.51226, 4.04677, -0.59769], [-2.86471, 1.76913, 3.03194], [-3.06330, 2.01228, -2.00841], [-2.62348, -0.35104, 1.63710], [3.14294, -1.99229, -0.07347], [4.37627, -0.76739, 0.04119], [2.56543, 0.74284, -1.47813], [3.20264, -0.75899, -2.28975], [3.05933, -0.76816, 2.01804], [2.78507, 0.82023, 1.05651], [0.67736, -0.37748, -2.27731], [1.03180, -1.89083, -1.43593], [0.56076, 0.11015, 1.84646], [-1.56868, -0.28664, -1.92747], [-2.22307, -2.57108, -0.76006], [-2.94701, -1.64119, 0.41192], [0.53807, 0.76705, -0.30531], [1.46230, -2.36788, 1.11479]],
  "forces_ev_per_angstrom": [[-0.964, -1.379, -2.932], [0.234, -0.317, 0.506], [0.634, -0.757, 0.130], [1.347, -0.998, -0.105], [0.695, -2.522, 1.527], [-0.836, 3.046, -0.555], [-0.276, -0.830, 1.459], [1.293, -1.096, -1.657], [2.004, -3.280, 0.516], [2.734, 0.867, 2.045], [-1.410, 2.029, -1.767], [2.301, -2.554, -1.342], [-2.362, 1.072, 1.475], [-0.272, 2.888, 1.969], [0.763, -0.690, 0.005], [-0.032, 3.129, 1.534], [0.218, -0.468, 0.408], [-0.278, -0.366, -0.824], [-0.393, 0.011, 1.081], [-0.303, 1.706, -0.488], [-0.013, 0.959, -0.212], [-1.113, 0.428, -0.824], [0.262, -0.371, 0.142], [-1.136, 0.677, 1.013], [-0.923, 1.537, -1.108], [-0.266, 0.638, 0.514], [-1.021, 0.338, -1.582], [-0.147, -0.979, -0.265], [0.027, -0.294, -0.466], [-2.045, -0.165, 1.876], [0.951, 0.401, -0.944], [0.821, -0.047, -1.209], [-0.361, -1.854, -0.158], [-0.133, -0.761, 0.236]],
  "lowdin_charge": [-0.0321, -0.0234, -0.0492, 0.0040, -0.0278, -0.2282, -0.2000, -0.1856, -0.1378, -0.2356, -0.4139, -0.0283, 0.1885, -0.0408, 0.0077, 0.0797, 0.1235, 0.1365, 0.1330, 0.1415, 0.1172, 0.1276, 0.1146, 0.1362, 0.1554, 0.1067, 0.0817, 0.1084, 0.1451, 0.1808, 0.1473, 0.1393, 0.1419, 0.0861]
}